10
Properties=species:S:1:pos:R:3:mulliken_charge:R:1 method="wB97M-V/def2-TZVPD" relative_energy_kcal_mol=130.4 homo_lumo_gap_ev="8.07 / 7.87" homo_ev="-8.1346 / -8.2387"
C -1.6794 -1.3990 0.0091 -0.105
C -2.0984 0.0157 -0.1325 0.060
C 1.5734 1.9081 -0.3514 -0.731
O -1.8952 -0.6715 -1.2571 -0.293
Cl -3.6252 0.7794 0.0292 -0.164
Br -0.2053 1.7928 -0.0252 0.091
H -0.6408 -1.5476 0.1827 0.193
H -2.3335 -2.3118 0.2923 0.228
H 2.3516 1.9145 0.3958 0.349
H 2.1273 2.0413 -1.2680 0.372

18
Properties=species:S:1:pos:R:3:mulliken_spin:R:1 method="wB97M-V/def2-TZVPD" charge=+1 relative_energy_kcal_mol=5.0 s_squared=2.012 spin_multiplicity=3 homo_lumo_gap_ev="8.25 / 9.35" homo_ev="-13.4676 / -15.6620"
C -1.6537 -2.4512 -0.8570 0.726
C 1.4685 1.0365 0.5489 -0.007
C 0.1787 1.6661 0.0039 0.007
C 1.4453 -0.4529 -0.0023 0.080
C -0.9218 0.5879 -0.3380 -0.092
C -0.0861 -0.6917 -0.2159 0.394
O -0.5150 -1.9514 -0.3441 -0.081
H -1.7028 -3.4353 -0.6630 0.037
H -2.4777 -1.7864 -1.3624 0.015
H 2.3706 1.5125 0.2597 0.000
H 1.5049 1.0120 1.7141 -0.007
H -0.0609 2.4831 0.7471 -0.004
H 0.3899 2.2742 -0.9071 0.000
H 1.8108 -0.6373 -0.9453 0.016
H 2.0021 -1.2634 0.5937 0.002
H -1.7121 0.5569 0.3214 0.020
H -1.2941 0.6982 -1.3727 0.003
H -0.8173 -0.7575 1.9637 0.891

8
Properties=species:S:1:pos:R:3:mulliken_charge:R:1 method="wB97M-V/def2-TZVPD" relative_energy_kcal_mol=32.2 homo_lumo_gap_ev=9.34 homo_ev=-9.6605
C 1.0623 -0.2693 1.7240 -0.088
C -0.6222 0.9494 0.1285 -0.096
C 0.3937 0.3236 0.9014 -0.052
O -1.3506 0.3253 -0.5867 -0.397
I 0.4500 -1.6858 -2.6690 -0.112
H -0.7327 -0.7644 -2.3193 0.107
H 1.5484 -0.9090 2.4458 0.372
H -0.7487 2.0303 0.3754 0.266

9
Properties=species:S:1:pos:R:3:mulliken_spin:R:1 method="wB97M-V/def2-TZVPD" relative_energy_kcal_mol=15.7 s_squared=0.753 spin_multiplicity=2 homo_lumo_gap_ev="10.35 / 6.70" homo_ev="-9.5194 / -9.5180"
S -0.5377 2.0188 -0.0768 1.026
H -0.4378 1.8286 -1.4055 -0.023
N -0.0078 -1.3503 1.2168 0.002
C 0.1134 -1.7015 -0.1567 -0.006
N 0.9864 -1.3472 -1.0102 0.001
H -0.3610 -0.3894 1.2191 -0.003
H 0.9144 -1.1508 1.6116 0.002
H -0.8349 -2.0069 -0.6021 -0.001
H 1.9234 -1.2620 -0.6079 0.002

79
Properties=species:S:1:pos:R:3:mulliken_charge:R:1 method="wB97M-V/def2-TZVPD" charge=-1 homo_lumo_gap_ev=5.81 homo_ev=-2.9931
Sc -0.0163 0.0157 -0.0746 -2.412
Cl -0.0834 0.0703 -2.4567 -0.535
P -0.3624 -2.5732 -0.2424 0.339
C 0.6871 -3.2371 -1.6344 0.860
C -0.0763 -3.6226 1.2534 0.331
C -2.1240 -2.6404 -0.8544 0.630
C 2.0881 -2.5804 -1.7470 -1.296
H 0.1158 -2.9558 -2.5336 0.564
C 0.8015 -4.7598 -1.5392 -1.789
H 1.5433 -5.0321 -0.7795 0.295
H 1.1393 -5.1551 -2.5040 0.461
H -0.1405 -5.2598 -1.2943 0.370
H 2.0282 -1.6116 -2.2538 0.220
H 2.7712 -3.2261 -2.3248 0.453
H 2.5518 -2.4091 -0.7678 0.134
H -2.0455 -2.0663 -1.7983 0.541
C -3.1774 -1.9399 0.0404 -1.097
C -2.5142 -4.0978 -1.1657 -1.661
H -2.0101 -4.4883 -2.0576 0.299
H -3.5964 -4.1697 -1.3406 0.459
H -2.2791 -4.7554 -0.3155 0.306
H -2.7878 -1.1850 0.7457 -0.218
H -3.7355 -2.6693 0.6482 0.356
H -3.8774 -1.3872 -0.6088 0.379
C 1.3644 -3.3639 1.7670 -1.122
H -0.1442 -4.6732 0.9306 0.993
C -1.1563 -3.3978 2.3278 -1.660
H 2.1308 -3.7586 1.0872 0.321
H 1.4915 -3.8464 2.7461 0.450
H 1.6124 -2.3024 1.9079 -0.003
H -1.3674 -2.3387 2.5198 0.140
H -0.8207 -3.8363 3.2786 0.406
H -2.1184 -3.8563 2.0664 0.305
H 1.7449 -0.4082 0.0841 0.179
H -1.7897 0.3870 0.2264 0.266
P 0.3638 2.6067 -0.1796 0.277
C -0.8307 3.3000 -1.4353 0.854
C 0.2512 3.6177 1.3573 0.803
C 2.0430 2.6697 -0.9855 0.644
C -2.2317 2.6393 -1.4312 -1.327
H -0.3535 3.0586 -2.3984 0.604
C -0.9439 4.8145 -1.2633 -1.750
H -1.5974 5.0458 -0.4140 0.272
H -1.3894 5.2468 -2.1662 0.467
H 0.0181 5.3099 -1.1013 0.363
H -2.2120 1.6617 -1.9227 0.220
H -2.9528 3.2716 -1.9764 0.459
H -2.6223 2.4975 -0.4158 0.136
H 1.8465 2.1365 -1.9363 0.531
C 3.1781 1.9154 -0.2429 -1.247
C 2.4115 4.1360 -1.2734 -1.643
H 1.7991 4.5768 -2.0689 0.294
H 3.4622 4.2055 -1.5868 0.478
H 2.2980 4.7481 -0.3661 0.293
H 2.8539 1.2279 0.5562 -0.018
H 3.8818 2.6229 0.2240 0.373
H 3.7222 1.2862 -0.9678 0.355
C -1.1382 3.3372 1.9791 -1.541
H 0.3182 4.6774 1.0760 0.822
C 1.4043 3.2907 2.3159 -1.613
H -1.9482 3.8960 1.4937 0.369
H -1.1506 3.6016 3.0479 0.412
H -1.4208 2.2755 1.9163 0.011
H 1.4554 2.2178 2.5423 0.197
H 1.2462 3.8118 3.2703 0.469
H 2.3877 3.5882 1.9326 0.297
C -1.8895 0.1977 3.7569 -1.610
C -0.3911 0.4829 3.6382 1.498
C 0.3231 0.0488 4.9364 -1.932
C 0.2172 -0.1029 2.4089 -0.065
H -2.0453 -0.8706 3.9303 0.447
H -2.4122 0.4845 2.8427 0.167
H -2.3330 0.7509 4.5926 0.413
H -0.2746 1.5594 3.5438 -0.297
H 0.2654 -1.0420 5.0427 0.274
H 1.3858 0.3113 4.9244 0.374
H -0.1124 0.4855 5.8433 0.460
H 1.2806 0.1938 2.3699 0.206
H 0.1352 -1.1869 2.3559 -0.061